# 1
ORCA calculation (ωB97M-V with the def2-TZVPD basis set) on a cluster of 18 separate species, C103H207N5 in total in a non-equilibrium geometry.

Calculated values
DFT total energy   -117616.901 eV
Highest occupied orbital energy   -9.409 eV
LUMO   0.50 eV

```
! RIJCOSX wB97M-V def2-TZVPD def2/J DEFGRID3
* xyz 0 1
H 2.16540 1.28915 -2.66398
H -2.37749 -3.98638 -5.48305
H -2.45673 3.06095 4.45767
H 5.46539 -5.10344 -3.14338
H -1.71120 3.62877 -4.90683
H 6.24228 4.70557 -0.02508
C -4.54710 -1.31653 -2.84481
C 0.03188 -8.16167 7.16042
H 4.23769 -0.26718 -3.06496
C -1.15885 -5.49818 -6.53391
H -5.77553 1.71250 0.01272
H 8.06256 -1.22511 -1.78036
H -3.09938 4.52533 -7.61136
H 2.82276 2.49860 -3.71390
H 4.26359 -1.95874 1.94228
H 8.87222 0.34818 -3.49994
H -5.86626 2.83710 -4.02079
H 7.64232 -3.36833 -4.96065
H 0.18449 -1.06247 4.42140
C -0.97145 -4.03718 -1.56234
C -5.47186 6.68566 -2.61989
C 0.85922 -5.45304 4.41437
C 1.38686 -5.42039 3.01081
C 4.69044 1.51432 4.37508
H -1.76796 -6.29547 -6.10798
C -2.28091 4.55729 -4.86952
C 2.86851 5.07583 1.77744
C 1.63114 -2.12987 10.21043
C 3.51385 -5.18180 7.91186
C -2.47704 -0.51233 -4.34751
C 1.22904 0.18801 0.25803
H -3.31397 4.21247 -4.91413
C 4.48302 -5.28394 5.71806
H -1.59669 5.65859 5.48047
H -1.43570 -3.31472 -0.89105
C 4.10881 -3.69256 -2.42965
H 3.37625 3.22254 -1.53534
C -3.72571 3.32960 0.67892
H 0.30934 2.02414 4.23250
H 5.07969 -2.11714 -0.40422
H -8.33693 2.48451 -2.23733
H 0.19670 -7.53597 4.48375
H -1.46938 4.02688 -7.42990
H -0.20970 8.16190 2.39028
C 3.82423 -4.59159 6.73134
H -1.73071 -2.57201 6.08250
H -5.35227 -0.28669 -1.08958
H 3.10076 -3.37564 -2.69702
C 0.56741 -3.88733 -1.21979
H -8.15638 -6.73590 2.25515
H -5.92664 2.46208 -2.32330
H 1.51791 -4.83949 5.02902
H -1.66174 -7.46868 8.54869
H 4.68148 -2.79182 -2.65062
C -0.76482 4.28526 4.09191
H -0.64645 5.64613 -2.08283
H 4.88424 2.69273 -2.20174
H 1.87737 -7.25462 5.00343
H 1.32446 -4.42050 2.58136
H -3.33264 -3.49913 7.59434
H 5.45950 -7.10684 5.25309
H 4.00519 1.76114 -0.93279
H -7.66285 1.38398 -3.48280
H 3.35333 7.54435 -4.23656
H 2.20370 0.53958 -0.08041
H -4.62952 -5.61879 2.33200
H -3.86767 3.15645 -0.38784
H 2.76902 4.50083 -8.90771
H -0.38064 -2.54225 3.87959
H 3.56124 -6.89952 9.04825
H -0.10830 -4.95229 4.44978
C 3.44794 5.45591 -4.70612
C -1.46373 5.59236 4.40064
H 0.49826 -0.77209 7.28565
H -2.13938 4.85940 0.72771
H 3.42720 3.23299 2.69744
C -5.39237 -1.36939 6.09835
N 4.70252 -7.16413 7.25567
C -5.09359 -1.29820 -1.40268
H -4.90271 -3.27438 2.92445
H 1.41639 4.31024 -6.15920
C 0.85261 -6.88843 5.06563
H -0.78349 4.15426 3.00997
H 2.98879 0.93028 -5.66348
H 2.27903 -1.53871 -4.16663
H 2.65862 6.95483 0.75291
C -2.70756 -2.11151 6.07270
C -2.09239 4.92008 -7.47628
H 2.15248 -0.41277 9.08385
C 4.41480 5.88278 0.13949
H -0.75541 -4.24933 9.04837
H -2.59772 -5.11795 2.29196
C 1.34168 -0.30309 1.73770
C 7.19487 -2.49150 -4.49261
C -6.30309 7.36090 -1.61396
H 1.66340 -2.15577 -6.48360
H -0.17636 -7.64914 9.32007
C 0.53604 -1.41339 8.15381
C 3.10632 1.72274 -3.00276
H 6.74639 -2.91138 -3.59223
C -1.27851 -3.70337 -3.05399
H 3.35460 -3.63932 6.53379
H -5.73213 7.03451 -3.61922
N -4.97236 -2.34888 6.95144
C 3.99185 0.60268 -3.67406
C 2.35343 4.29727 -6.71587
H -2.19386 6.93290 -8.22347
C 4.06009 -0.74681 4.55934
C -0.67657 7.18067 2.47586
H -2.42220 -0.76766 4.47461
H -7.62201 2.21366 1.68388
H -0.78627 0.95317 4.90031
H -3.01889 -2.13868 1.66231
C 4.14765 -2.89266 1.39231
C -3.65541 -2.71629 6.92398
C -4.46520 -0.72540 5.23960
H -6.82996 1.25600 2.84055
H 1.53231 -0.50693 -6.95108
N 4.99077 3.91883 1.41839
H -6.79959 8.19938 -2.10237
H 0.83665 -2.84692 -1.40188
H -0.50045 -6.18063 6.63083
C 7.58348 0.73929 -1.24283
H 4.94447 -4.63441 -0.73055
H -0.77987 2.70888 -1.13264
C -1.98701 0.98219 -6.37349
H -4.64833 4.68384 -3.16142
H 0.71282 -3.88999 11.04390
H 2.40175 -1.19828 5.82945
C 0.02401 1.97839 -1.22359
C -5.01829 3.09737 1.44145
C -5.59155 1.74464 1.08660
H -1.49703 -5.69280 -3.86345
C -1.74248 5.97877 -8.49549
C 3.91524 2.33151 -1.85728
C 3.74611 3.98633 1.99234
C 5.27781 4.81116 0.44932
C 2.06460 -0.71860 -4.85186
H -7.00311 -4.59105 2.77225
C 1.36707 -1.17669 -6.10715
H -0.71168 -0.61051 2.22007
H -5.78279 3.84944 1.24644
H 0.93358 2.48725 -7.70437
H 5.11283 -4.88771 1.57991
H 3.90752 -5.76491 -3.18504
C 4.12910 -3.94543 -0.95097
C 7.39563 -0.45442 -2.16680
C 0.38876 -6.80944 6.58621
N 3.69383 1.88799 5.29144
H -7.70773 0.25756 0.03397
H 2.11096 1.19604 6.45266
C -0.75995 -8.07949 8.50624
H 2.19012 2.23919 -8.98237
H -8.51105 2.69704 -3.98143
H 6.38795 -2.09492 -5.10881
H 1.14258 -6.34752 7.22377
C 4.42888 -4.81759 -3.32237
H -7.27464 4.44412 -1.88633
H -0.16065 1.32620 -2.07720
H -1.37338 -5.01263 -1.28838
H -2.99783 2.57536 0.97794
H 2.23785 -0.91932 1.80993
H 0.27199 4.39585 4.40957
C -2.33112 -4.06132 2.31579
H 5.67384 0.04045 3.24859
C 0.37962 -1.79838 3.64136
H -2.56917 6.12938 -3.53428
H 0.72911 3.07428 -9.40383
C -6.95118 1.35810 1.76214
H -7.06792 6.69107 -1.22096
H -0.67781 -8.57009 6.44096
C 0.77738 -3.22768 10.19327
H -4.89586 0.02793 4.59662
H 5.23567 2.40398 4.09648
H 4.75900 6.63919 -0.55027
H 5.97013 0.35117 0.18070
C -3.14013 -0.62327 -2.95186
C 1.48848 -1.25960 9.17529
H 4.98665 0.97463 -3.91929
H 1.31853 -0.07567 -4.38483
H -4.46530 -2.35362 -3.17015
H 0.28662 -1.20899 -5.96687
H -6.43927 -1.10517 6.12260
H 0.44075 6.65340 4.21763
H -5.35960 -2.84794 1.24387
N -0.17684 -2.55494 8.05754
H -1.21865 1.51449 3.29268
C 1.42559 2.90534 -8.58257
C -3.00646 0.64890 -5.30115
C -7.08500 -6.56241 2.15446
C 4.10331 6.75342 -4.24490
H 4.09136 4.61184 -4.45781
C -6.44197 3.01073 -3.11167
H 2.86146 -4.64219 8.58240
H -0.85970 5.77911 -5.86198
C 4.95428 -6.56954 6.04205
H 2.66348 6.51435 -6.41094
H 4.45376 6.70146 -3.21409
H -6.62095 -6.99198 3.04228
H -1.69741 7.23838 2.09815
C -6.65997 -5.13050 1.88944
H -7.23737 -4.93079 0.98677
H -8.52640 -0.16035 1.59608
H 0.40873 2.09542 0.87692
H 7.05925 1.59672 -1.66484
C 0.20638 -1.19769 2.24225
H -0.24493 6.43613 -3.61889
H -4.92655 0.90363 1.28299
C -0.04239 -3.43828 9.06229
C -5.15889 -4.93120 1.67239
C 2.88094 0.94598 5.73782
C 3.07795 5.54015 -6.15164
C -2.06259 5.16469 -3.50490
H 2.44192 -5.69114 3.05157
H 3.23684 -4.54315 -0.76474
H -1.01047 -9.10430 8.78031
H -2.34630 -3.49879 -3.13191
H 4.03690 5.61134 -6.66490
H -1.42121 -0.29857 -4.18124
H -2.09703 5.59267 -9.45117
H 3.15509 -3.25804 1.65576
H 1.94879 5.05168 2.34307
H 4.98810 6.86081 -4.87237
H -0.88316 7.72826 4.52670
C -7.59322 0.12362 1.10963
C 8.33937 -1.46682 -4.29361
H 0.75163 -6.09391 2.43554
H -2.43696 -0.96937 -2.19432
H -3.26994 0.38070 -2.54775
H 7.31098 0.41828 -4.27886
C -4.74397 -3.49484 1.86885
H -1.54606 3.17384 5.87104
C -0.59169 5.50887 -3.16276
H -6.02019 -1.86789 -1.47298
H -2.42171 -3.80929 3.37238
H -0.16080 6.40785 1.90591
H -1.30385 -4.08665 1.95225
H 1.25749 5.02755 -8.40257
H 7.02132 1.33007 0.87341
H 9.17127 -1.97091 -3.80173
C -0.60591 6.83221 3.97143
H -2.54477 1.59880 -7.07832
C -5.38072 5.20589 -2.54567
H 0.09952 -5.02118 -4.07623
C -0.76059 1.81595 4.23469
H 0.96075 2.52402 -1.33712
H -0.81539 -3.48377 -5.78044
C 7.93930 -0.19872 -3.63650
H 4.31079 -4.44060 -4.33826
C 7.04481 0.52767 0.13605
H 1.29520 -4.52484 -1.72177
H 1.54573 0.52490 2.41660
H -4.38794 -1.71532 -0.68422
H 4.69228 -4.82581 4.76269
C -7.81233 2.42346 -3.19083
C 3.02633 -0.41987 5.41671
H 0.90888 -0.55434 -0.47307
H 2.24790 -1.89263 11.06467
H 2.51025 5.28413 -4.17760
C -3.20971 4.75836 0.90737
H -2.45833 5.56253 3.95568
C 1.98169 4.23820 -8.20114
H -3.15919 1.53009 -4.67803
C 4.88863 0.19763 3.97325
H 0.05959 4.67387 -3.42105
H 1.37376 -2.23189 3.75025
H -4.44260 7.04442 -2.61688
H -5.27459 -0.75530 -3.43122
H -5.84863 7.80511 -0.72838
H -4.95897 3.11994 2.52960
H 2.87056 3.38313 -6.42430
H 6.20558 -3.50502 1.61202
C 3.38505 0.13097 -5.03724
H -2.35854 -1.47310 -4.84848
C -3.26738 -3.18867 1.50779
H 8.63742 1.00984 -1.17858
C 3.88354 -6.47687 8.10810
H 5.21460 -3.77239 3.02591
C -1.41977 3.10605 4.79051
C 5.23068 -3.86569 1.94003
H -3.95414 0.37202 -5.76304
C 4.21795 -2.71125 -0.10001
H 4.14656 -0.48298 -5.51814
H -2.48930 4.52344 -2.73366
H -1.16078 1.52208 -5.91093
C -1.36406 -4.38665 -5.51233
H -5.02990 4.94241 -1.54788
H 3.44204 -1.97592 -0.31295
C -6.71493 4.44043 -2.82165
C -3.14404 -1.09952 5.20620
H 0.63304 -4.00453 -0.13810
H -0.74959 -2.77298 -3.26067
C -1.87962 5.46389 -6.08221
H -2.40046 6.41867 -6.00983
C 0.18658 1.30034 0.16515
H 0.10776 -2.00950 1.52160
H 6.37438 -0.83503 -2.18381
C 3.23120 6.04447 0.85185
H -1.45312 -5.21217 -7.54372
H 7.48530 -0.36767 0.57472
H 0.90625 -8.79577 7.30708
H -3.39835 5.13948 1.91100
H -0.67325 6.18980 -8.47784
H 4.32132 -1.76255 4.30161
H -7.29459 5.00650 -3.55081
H -6.67330 -7.14696 1.33172
H -0.11996 -5.82564 -6.57348
H -0.77708 0.96397 0.54765
H -3.62054 5.47900 0.20026
H -6.89092 -0.70867 1.15622
H 8.69739 -1.23470 -5.29663
C -0.96189 -4.77516 -4.10769
H -3.15384 -3.32168 0.43192
H -1.56830 0.09374 -6.84619
H -4.80628 -5.28440 0.70337
*
```

***

# 2
ORCA calculation (ωB97M-V with the def2-TZVPD basis set) on a structure of composition C23H43N2O2P3Tl in a non-equilibrium geometry.

Calculated values
ΔE to the lowest compared entry with this formula, charge and spin   0.00 kcal/mol
DFT total energy   -64157.341 eV
Highest occupied orbital energy   -13.315 eV
LUMO   -8.73 eV

```
! RIJCOSX wB97M-V def2-TZVPD def2/J DEFGRID3
* xyz 3 1
H 0.93278 0.48998 2.69030
H -2.48133 -1.89168 1.31189
H 4.85543 -0.12995 1.92061
H 5.38885 -0.64434 -0.92545
H 0.65992 -0.88774 1.59709
H -2.42994 -1.35899 7.27320
H 0.83669 -1.28402 -1.81486
H -2.40865 2.11707 4.16662
N -2.45186 -1.34216 6.26524
H 0.56050 5.41210 -3.07201
H 2.20389 2.54915 0.05591
H 4.60329 -0.66203 -2.53463
C -2.39143 -1.19758 3.36986
H 1.61296 -3.53011 2.25304
H 4.60012 0.83562 -1.55763
C 2.97974 2.11729 0.70331
O -2.60319 -1.68549 -1.41449
H -1.08395 -3.50761 0.69177
C 4.54510 -0.26040 -1.51403
H -3.72875 -2.15413 -5.74437
C -2.07852 4.02057 -2.67401
H -0.27320 -4.28797 -4.25662
C 3.08049 -2.54987 -0.35028
H -0.13578 5.69535 0.16842
H 1.53132 4.94819 -1.63506
C 0.97794 0.16362 1.64026
H -3.02373 -2.03708 5.80906
H -2.61411 2.25303 1.69473
C -2.48417 -2.29599 -2.55495
C -1.07301 5.24192 -0.18273
H 3.99442 -2.73505 0.23004
C -2.19591 -0.12422 5.68305
H -0.79353 -3.49870 -1.94032
C -2.53102 1.27982 2.19000
H 1.32068 0.43665 -2.03721
H 3.69563 0.41624 3.16693
H -1.73611 -3.60638 -6.16612
P 2.65929 0.37557 1.02938
H 0.27185 0.77638 1.06513
H 3.61377 -1.26016 2.54638
C -1.40719 -3.21084 -2.79490
H -4.21693 -1.34896 -3.42945
C -3.07612 -2.44548 -4.91957
C -1.95949 -3.26252 -5.15430
C -2.37156 -0.06082 4.19408
H 0.48174 -4.36705 0.18558
C 0.78571 4.60133 -2.36411
C 3.81970 -0.21586 2.27677
H -3.03380 3.87624 -2.14990
H -1.54335 4.70162 0.65128
H -1.92597 3.18730 -3.37508
Tl -1.61617 0.52008 -1.20894
H 2.97220 2.64520 1.66713
H -0.47693 2.81556 -0.93809
H -1.75353 6.02996 -0.53579
H -2.32978 -2.20976 3.76806
C -0.03368 -3.72623 0.90798
O -1.79056 0.83689 6.32645
H 0.01213 -2.78272 2.82355
H 3.13665 -3.12453 -1.28566
C 0.56568 -3.29506 2.02881
H -2.12380 4.95888 -3.24558
C 1.67541 -0.60377 -2.02282
C -1.13594 -3.64158 -4.08404
H 2.08034 -0.84272 -3.01650
H 2.20552 -2.88937 0.22512
C -3.36700 -1.99654 -3.64210
C -2.46455 -1.02731 1.98127
H 1.19870 3.74570 -2.91677
P 2.98257 -0.80935 -0.80326
N -2.50914 0.18758 1.40335
P -0.71028 4.09777 -1.51204
H 3.96105 2.25934 0.23054
C -2.43811 1.20010 3.58149
*
```